15
Properties=species:S:1:pos:R:3:forces:R:3:lowdin_charge:R:1 method="wB97M-V/def2-TZVPD" de_lowest_kcal_mol=41.8 fmax_ev_per_a=5.609 homo_lumo_gap_ev=8.58
C 1.455737 -0.690390 2.055436 -2.6 3.6 -3.5 -0.04
C 0.239794 -0.208566 1.637813 2.5 -0.1 -0.4 -0.31
C 1.402964 0.365946 -0.949880 1.3 1.6 1.2 -0.30
Si -2.591746 -0.160372 -1.427886 1.3 0.7 2.4 0.52
Si -0.182646 0.710352 0.019789 -1.0 -0.3 0.4 0.53
H 1.554805 -1.494895 2.629701 0.1 -2.9 3.0 0.00
H 2.364650 -0.341500 1.635411 0.7 0.3 -0.5 0.03
H -0.574994 -0.606922 2.138335 -1.6 -0.9 1.0 0.00
H 1.330260 0.677781 -1.988652 0.2 -0.3 -0.1 0.00
H 2.255184 1.037812 -0.440745 -1.8 -1.4 -1.1 0.08
H 1.674831 -0.691543 -0.772440 -0.1 0.6 -0.5 0.02
H -3.966536 0.475640 -0.953390 1.5 -0.5 -0.7 -0.12
H -1.797955 0.396264 -2.543843 -0.8 -0.1 -0.5 -0.18
H -2.682453 -1.655690 -1.336791 0.0 0.5 -0.3 -0.16
H -0.481895 2.186084 0.297142 0.3 -0.7 -0.3 -0.07